1.
ORCA calculation (the ωB97M-V functional and the def2-TZVPD basis) on a 3-piece molecular cluster, C18H26BO9P overall.

Summary:
2S+1: 1
E in a.u.: -1744.71031
Net charge: 0

The geometry in XYZ format:
```
55
Properties=species:S:1:pos:R:3:forces:R:3
C 1.87613 1.55875 2.80562 0.104 -0.024 0.047
C 1.47743 2.34261 1.57335 -0.016 0.189 -0.152
O 0.31071 1.75729 0.99205 -0.196 -0.104 0.135
B 0.31794 0.96390 -0.10995 0.187 0.059 -0.122
O -0.66373 -0.00906 -0.16902 0.195 -0.076 0.464
P 1.39430 1.24636 -1.78617 0.359 -0.100 0.249
C 2.40600 1.48160 -3.37323 0.178 0.135 -0.053
O 2.06191 0.51778 -4.34837 -0.170 -0.120 0.113
C 2.90816 -0.57068 -4.45538 0.139 0.033 -0.022
O 3.85546 -0.30353 -5.46694 -0.048 -0.004 0.053
C 4.72225 -1.39448 -5.71234 0.043 0.006 0.070
C 4.09735 -2.45373 -6.62054 -0.069 -0.041 0.012
O 5.08523 -3.13382 -7.38089 -0.038 0.064 -0.070
H 1.15426 1.68978 3.61205 -0.025 -0.033 -0.049
H 1.94665 0.49369 2.57770 -0.001 0.027 -0.015
H 2.85431 1.88962 3.16102 -0.053 0.042 0.016
H 2.29251 2.37255 0.84699 -0.018 -0.063 0.028
H 1.22945 3.37364 1.83181 0.007 -0.019 -0.014
H -0.32898 -0.83200 -0.53927 -0.189 0.120 -0.478
H 2.11682 2.39915 -1.25487 -0.122 0.116 -0.057
H 1.77689 -0.17026 -1.82504 -0.271 -0.034 -0.126
H 0.18271 1.55951 -2.47389 0.007 -0.106 -0.003
H 2.17992 2.47626 -3.77359 0.005 -0.022 0.008
H 3.47684 1.45311 -3.12921 -0.021 -0.035 -0.032
H 3.44459 -0.75751 -3.51117 -0.049 -0.049 -0.008
H 2.29998 -1.44600 -4.70796 -0.012 0.041 -0.047
H 5.04828 -1.83802 -4.75986 0.058 0.008 -0.046
H 5.60263 -0.99376 -6.21484 -0.051 0.009 -0.030
H 3.49299 -3.17032 -6.05443 -0.014 0.040 -0.005
H 3.43484 -1.95120 -7.32692 0.081 0.014 -0.025
H 5.46657 -3.83930 -6.85579 0.033 -0.067 0.091
O -5.33437 -2.18962 2.96823 -0.005 -0.002 0.007
C -4.16601 -2.50736 3.02437 0.039 0.049 -0.007
C -3.20451 -2.09727 1.96979 0.000 0.003 -0.048
C -1.92313 -2.44199 2.03066 -0.036 -0.014 0.042
C -1.39504 -3.24145 3.16175 0.006 -0.003 -0.013
O -0.22196 -3.54567 3.22329 -0.002 0.004 0.005
C -2.35552 -3.65824 4.21480 0.007 -0.002 -0.005
C -3.63992 -3.32193 4.14904 0.000 0.018 0.002
H -3.60604 -1.49383 1.16500 -0.016 -0.006 0.003
H -1.20327 -2.13675 1.28430 0.008 0.013 0.021
H -1.94300 -4.24423 5.02623 0.003 0.001 -0.002
H -4.36191 -3.61093 4.90211 0.000 0.006 0.001
O -4.41987 4.83002 2.13998 0.003 0.004 0.001
C -4.08047 3.75374 2.58195 -0.003 -0.024 0.014
C -4.85253 3.09213 3.66728 0.004 0.007 -0.005
C -4.48179 1.91358 4.15908 -0.004 -0.009 -0.012
C -3.28081 1.21400 3.63882 0.006 -0.004 -0.047
O -2.93705 0.13769 4.08215 -0.023 -0.039 0.105
C -2.50967 1.86793 2.55348 -0.009 -0.047 0.060
C -2.88162 3.04746 2.06465 0.004 0.030 -0.013
H -5.72330 3.62875 4.02205 0.000 0.002 -0.004
H -5.02500 1.40647 4.94633 -0.001 -0.005 -0.004
H -1.63697 1.33470 2.19802 -0.019 0.028 -0.028
H -2.33664 3.55088 1.27570 0.009 -0.015 -0.004
```
Positions in Å, forces in eV/Å.

***

2.
ORCA calculation (the ωB97M-V functional and the def2-TZVPD basis) on C18H26BeCl4F6N7O4S2 as an isolated structure in a non-equilibrium geometry.

Summary:
2S+1: 1
E in a.u.: -4636.27735
Net charge: +1
Relative energy (zero: lowest compared OMol25 entry of this formula, charge and spin) in kJ/mol: 319.5

The geometry in XYZ format:
```
68
Properties=species:S:1:pos:R:3:forces:R:3
Be 1.88364 -1.82239 0.75854 -2.544 3.105 1.382
C -2.27381 -0.19117 2.00840 2.109 0.502 -2.831
F -2.92800 0.31744 0.99401 -0.481 0.515 -0.336
F -2.73151 0.18600 3.10817 -1.283 0.912 3.025
F -2.31664 -1.48882 1.87378 0.374 -1.384 0.267
S -0.44070 0.45745 1.90728 0.328 -0.280 0.738
O -0.44431 1.89132 1.95766 -0.188 -1.069 -0.083
O 0.37105 -0.21654 2.88219 -0.196 -0.850 -0.076
N 0.07338 -0.21333 0.41817 0.814 -2.105 3.797
S -0.16505 0.83550 -0.66509 -0.163 5.270 -6.494
O -1.26411 1.80167 -0.47237 1.778 -2.418 -0.166
O 1.09873 1.42890 -1.17183 -1.781 -1.471 1.036
C -0.78524 -0.30095 -2.09108 1.329 1.332 0.918
F 0.28153 -1.02514 -2.49350 -0.292 -0.145 0.085
F -1.71223 -1.09661 -1.61621 -0.527 -0.538 -0.083
F -1.23877 0.39998 -3.11511 0.027 -0.187 0.253
C -1.13021 3.90708 -3.06662 0.144 0.550 -0.543
C -1.99027 4.56175 -2.03742 -2.248 0.654 1.537
N -2.77906 5.03341 -1.29063 2.921 -1.601 -2.524
H -1.54634 3.02492 -3.55317 -0.404 -0.182 0.739
H -0.10656 3.68134 -2.76783 -0.238 -0.028 0.566
H -0.99554 4.54628 -3.93919 -0.152 0.579 0.219
C 1.92847 2.76528 4.01193 0.764 0.863 0.535
C 3.16558 2.10034 4.42057 0.028 -1.455 0.008
N 4.09101 1.49411 4.74945 -0.415 0.586 -0.331
H 2.17560 3.36047 3.13283 -0.396 0.052 -0.084
H 1.76828 3.45813 4.83800 -0.506 0.249 -0.164
H 1.03725 2.15776 3.85468 0.520 -0.200 0.077
C -1.64407 -5.52029 1.99998 0.365 0.693 -0.456
C -0.80774 -4.29533 1.68907 3.207 3.137 -1.327
N -0.08841 -3.37087 1.40355 -2.341 -4.152 1.087
H -2.58805 -5.24132 2.46814 0.182 0.147 0.028
H -1.10634 -6.24619 2.60992 0.249 0.469 0.293
H -1.88215 -6.08370 1.09777 0.081 0.454 -0.346
C 0.70092 -2.85427 -4.97771 0.307 -0.189 -0.420
C 2.06917 -3.08292 -4.49791 2.855 -0.443 0.899
N 3.19054 -3.25447 -4.18326 -3.277 0.505 -0.642
H 0.07463 -2.33212 -4.25438 0.243 -0.119 -0.190
H 0.24043 -3.79975 -5.26426 0.029 -0.043 0.186
H 0.79853 -2.27980 -5.89888 -0.192 0.215 0.082
C -4.88093 0.92276 -1.70046 -1.380 0.708 1.323
C -6.07873 1.07270 -0.79730 -2.039 -0.430 0.676
N -7.03898 1.14570 -0.12628 2.624 -0.128 -1.636
H -4.55289 -0.11669 -1.69434 0.131 0.215 0.013
H -4.19286 1.62209 -1.22549 0.653 -0.252 -0.461
H -5.14422 1.26112 -2.70261 0.080 -0.074 0.095
C 3.96172 2.53516 0.77775 -0.630 -0.935 1.447
C 3.53558 1.16408 1.25413 2.497 6.935 -2.200
N 3.21405 0.14042 1.51518 -2.766 -7.561 0.572
H 4.84430 2.47730 0.14072 -0.459 -0.123 -0.286
H 4.23686 3.14911 1.63534 0.121 -0.258 0.239
H 3.05227 2.99966 0.39666 0.252 -0.088 -0.677
Cl 0.13082 -3.23490 5.45458 0.783 0.078 0.336
C -1.53127 -3.13069 4.92402 -0.346 -0.042 -0.349
C -2.32423 -4.38138 5.21191 0.028 -0.454 0.941
Cl -2.12283 -4.86218 6.98471 -0.447 0.288 -1.288
H -1.40935 -2.95451 3.85528 -0.632 0.047 -0.019
H -2.05791 -2.29520 5.38519 0.406 0.130 0.040
H -2.04190 -5.25247 4.62066 0.217 0.143 0.274
H -3.37608 -4.16838 5.02130 -0.044 -0.106 0.246
Cl 3.93084 0.77849 -5.56793 -0.325 0.491 -0.324
C 4.56165 2.02656 -4.43697 0.676 -0.881 0.154
C 3.49393 2.83661 -3.73599 0.171 -0.511 -0.331
Cl 2.70664 3.83182 -4.97701 -0.371 0.317 0.041
H 5.27360 2.69315 -4.92365 -0.235 -0.163 -0.358
H 5.14261 1.32674 -3.83627 -0.044 0.711 0.837
H 3.94720 3.51300 -3.01132 -0.022 -0.090 -0.002
H 2.73647 2.20676 -3.26948 0.067 0.100 0.032
```
Positions in Å, forces in eV/Å.

***

3.
ORCA calculation (the ωB97M-V functional and the def2-TZVPD basis) on C18H26Cl5N8O3V as an isolated structure.

Summary:
2S+1: 3
E in a.u.: -4609.87048
<S²>: 2.017
Net charge: +2
Relative energy (zero: lowest compared OMol25 entry of this formula, charge and spin) in kJ/mol: 0.0

The geometry in XYZ format:
```
61
Properties=species:S:1:pos:R:3:forces:R:3
V -0.80920 0.45044 0.32912 0.039 -0.032 0.103
Cl -2.85750 5.43526 4.88867 0.001 0.001 0.003
C -2.60187 4.40016 3.55679 -0.008 0.007 -0.021
C -1.73876 3.31258 3.68391 -0.001 -0.007 0.014
Cl -0.92278 2.97423 5.14742 -0.003 0.001 -0.008
C -1.55907 2.49599 2.58063 0.024 -0.025 -0.016
Cl -0.49471 1.09062 2.66924 -0.010 0.016 0.034
C -2.18572 2.70373 1.36056 -0.008 0.005 0.028
O -1.97072 1.85800 0.33677 -0.057 0.081 -0.031
C -3.05109 3.78980 1.24614 0.027 0.007 -0.036
Cl -3.83598 4.04562 -0.25295 -0.001 0.001 0.006
C -3.25492 4.63432 2.33784 0.004 -0.005 0.021
Cl -4.30937 5.96438 2.18442 -0.005 -0.002 -0.002
N 0.86742 1.74108 -0.29448 0.010 0.015 0.027
C 1.97726 0.98959 -0.94599 0.003 0.036 -0.010
C 3.36677 1.32169 -0.34648 -0.003 -0.007 -0.026
C 4.48722 1.66609 -1.35213 -0.005 -0.030 0.024
C 5.49903 0.56010 -1.64113 0.017 0.003 0.040
N 4.88662 -0.59408 -2.28452 -0.038 0.052 -0.005
C 5.38761 -1.31464 -3.27207 0.032 -0.056 0.015
N 4.63146 -2.27997 -3.80743 0.004 0.002 0.007
N 6.60685 -1.09437 -3.76696 0.006 -0.015 0.015
C 1.64001 -0.50563 -0.88604 0.089 -0.021 0.095
O 2.38450 -1.33143 -1.37943 -0.008 0.006 -0.001
O 0.52506 -0.79376 -0.28822 -0.033 -0.008 -0.172
H 0.52646 2.48168 -0.90263 0.004 0.000 -0.001
H 1.21245 2.21507 0.53720 -0.001 0.002 -0.003
H 1.97802 1.25122 -2.00611 -0.024 0.009 -0.003
H 3.69039 0.51451 0.31573 -0.013 -0.009 0.000
H 3.23430 2.19500 0.29449 0.012 -0.001 0.002
H 5.06685 2.49328 -0.94117 -0.011 0.013 -0.009
H 4.05977 2.02969 -2.28955 0.002 -0.017 -0.007
H 5.97675 0.24750 -0.70888 0.026 -0.005 -0.013
H 6.27351 0.97309 -2.28663 -0.023 0.009 -0.020
H 3.98307 -0.90242 -1.90995 -0.017 0.013 -0.036
H 3.71320 -2.45971 -3.43474 -0.004 0.007 -0.001
H 5.02718 -2.96748 -4.42484 0.002 0.001 0.000
H 7.26689 -0.50630 -3.29100 -0.003 0.004 -0.002
H 6.94691 -1.62622 -4.54975 -0.003 0.007 -0.007
C -3.35418 -0.67594 1.54477 -0.014 -0.003 -0.010
N -2.19419 -1.07213 0.64397 -0.002 -0.001 -0.010
C -1.63346 -2.37410 1.18929 -0.010 -0.008 0.022
N -2.64668 -3.38985 1.25450 0.004 0.008 0.001
C -3.73715 -2.93996 2.12440 0.004 -0.002 -0.003
N -4.34505 -1.71123 1.60567 0.000 0.005 -0.002
C -4.86060 -1.96838 0.25753 -0.004 -0.006 -0.002
N -3.78724 -2.40915 -0.64151 0.021 0.002 0.013
C -2.78614 -1.38030 -0.71700 -0.033 -0.039 -0.004
C -3.18123 -3.62739 -0.08938 -0.007 0.000 -0.004
H -3.78877 0.23855 1.13924 0.004 0.002 -0.003
H -2.94957 -0.48252 2.53988 -0.003 -0.005 0.002
H -1.24018 -2.17049 2.18786 0.005 -0.002 -0.003
H -0.82091 -2.68367 0.53365 0.001 -0.003 0.002
H -3.35028 -2.75838 3.12816 0.000 0.000 0.000
H -4.49625 -3.71846 2.17894 0.000 -0.002 0.000
H -5.31462 -1.05859 -0.13780 -0.001 -0.001 0.001
H -5.62158 -2.74520 0.30802 -0.002 0.000 0.002
H -3.23105 -0.45790 -1.10321 0.009 -0.002 0.000
H -1.96892 -1.70478 -1.36718 0.002 0.002 -0.003
H -2.37671 -3.96142 -0.74606 -0.001 -0.001 0.000
H -3.93914 -4.40738 -0.03959 0.001 -0.002 0.000
```
Positions in Å, forces in eV/Å.

***

4.
ORCA calculation (the ωB97M-V functional and the def2-TZVPD basis) on one molecule with the formula C18H26ClNO4S.

Summary:
2S+1: 1
E in a.u.: -1915.61114
Net charge: 0
Relative energy (zero: lowest compared OMol25 entry of this formula, charge and spin) in kJ/mol: 23.6

The geometry in XYZ format:
```
51
Properties=species:S:1:pos:R:3:forces:R:3
C -0.10865 4.80267 3.59453 0.009 -0.306 -0.107
C 0.34818 3.80166 2.53559 0.061 0.229 0.016
C -0.13046 4.23264 1.15133 -0.012 -0.259 0.142
C 1.88077 3.67297 2.55335 -0.128 -0.103 -0.070
C 2.36161 2.51873 1.69239 0.127 0.363 0.300
O 2.67594 2.69807 0.52798 0.025 0.177 -0.351
N 2.43899 1.28782 2.25619 0.078 -0.245 -0.066
C 1.90581 0.87036 3.52893 -0.320 0.019 0.273
C 0.60425 0.07524 3.33637 0.060 -0.041 -0.275
C 0.61746 -0.73051 2.01976 0.395 -0.014 0.056
O -0.15096 -1.88486 2.25517 -0.197 -0.242 0.134
C -0.01603 0.08319 0.87817 -0.056 -0.531 -0.582
S 0.09351 -0.82755 -0.70278 -0.237 0.704 0.174
O 1.38856 -0.65812 -1.29609 0.292 0.334 -0.225
O -0.32746 -2.18751 -0.46497 -0.339 -0.166 0.099
C -1.12478 0.00925 -1.80457 0.527 -0.378 0.622
C -1.43290 -0.97358 -2.87167 -0.162 -0.240 -0.223
C -0.66035 -1.03621 -4.02587 -0.095 0.016 0.026
C -0.89483 -2.00292 -4.98633 0.036 -0.003 -0.061
C -1.90542 -2.93164 -4.80167 0.024 0.040 0.031
C -2.67799 -2.89661 -3.65442 -0.026 0.031 0.046
C -2.43404 -1.92721 -2.69636 0.144 0.011 -0.289
Cl -3.39170 -1.91364 -1.26293 -0.345 -0.061 0.220
C 2.07351 -1.08652 1.68179 -0.122 0.073 0.173
C 2.90914 0.17345 1.44367 0.202 -0.118 -0.404
H 0.17431 4.47148 4.59166 0.021 0.013 0.135
H -1.18998 4.91576 3.56639 -0.116 0.065 0.033
H 0.34236 5.77597 3.41515 0.055 0.143 -0.018
H -0.09259 2.82678 2.76974 0.013 0.005 0.016
H 0.17319 5.25804 0.95291 0.052 0.131 -0.055
H -1.21497 4.17625 1.08430 -0.124 0.040 -0.015
H 0.30325 3.60141 0.37974 0.009 -0.010 -0.152
H 2.24545 3.57824 3.57595 0.002 0.030 0.038
H 2.30895 4.58009 2.12270 0.046 -0.059 0.020
H 1.72327 1.72450 4.17733 0.097 -0.040 0.004
H 2.65822 0.23704 4.01016 -0.054 0.084 0.057
H 0.48080 -0.64075 4.14881 -0.027 -0.032 -0.014
H -0.26290 0.73602 3.34616 -0.053 0.036 0.053
H -0.27157 -2.35178 1.41024 0.018 0.052 0.130
H 0.46862 1.03902 0.71588 0.060 0.180 -0.097
H -1.07914 0.21202 1.07059 -0.110 0.051 0.060
H -0.61794 0.89407 -2.17552 0.036 0.097 0.012
H -1.99524 0.26124 -1.20651 -0.011 0.086 0.032
H 0.13620 -0.32000 -4.15728 0.100 0.082 -0.017
H -0.28496 -2.03527 -5.87580 0.057 0.004 -0.077
H -2.09114 -3.69021 -5.54634 -0.020 -0.067 -0.067
H -3.46153 -3.62074 -3.49468 -0.066 -0.039 0.042
H 2.46771 -1.67240 2.51431 -0.062 -0.042 0.007
H 2.10211 -1.71065 0.78910 0.124 -0.066 0.100
H 2.85253 0.47490 0.39517 0.055 -0.040 0.205
H 3.95991 -0.02530 1.68413 -0.042 0.010 -0.088
```
Positions in Å, forces in eV/Å.